1.
{
  "formula": "C2H5N3OS",
  "method": "the ωB97M-V functional and the def2-TZVPD basis",
  "e_tot_ha": -716.84502,
  "lumo_ha": 0.00237,
  "homo_ev": -9.00,
  "smiles": "[H]/N=C(\\NN)OC=S",
  "relative_energy_kcal_mol": 60.05,
  "total_charge": 0,
  "fmax_ev_per_a": 3.26,
  "symbols": ["C", "C", "H", "H", "H", "H", "H", "N", "N", "N", "O", "S"],
  "coordinates": [[-0.022, -0.261, 0.556], [-1.735, 1.152, -0.194], [1.962, 0.357, -1.020], [1.079, -0.713, -1.994], [1.650, -1.325, 0.683], [0.023, -0.969, 2.261], [-2.012, 1.048, 0.840], [1.656, -0.608, -1.117], [1.006, -0.963, 0.007], [-0.494, -0.286, 1.730], [-0.618, 0.475, -0.472], [-2.496, 2.094, -1.279]],
  "forces_ev_per_a": [[-1.11, 0.41, -0.35], [-0.45, 1.00, -0.49], [0.01, -0.02, -0.59], [0.78, 0.16, 1.59], [-0.04, -0.40, 0.32], [0.16, -0.07, 0.52], [-0.37, -0.04, 0.33], [0.46, 0.93, -3.09], [-0.46, -1.11, 1.75], [0.11, 0.01, -0.70], [0.44, -0.19, 0.16], [0.46, -0.68, 0.55]],
  "nbo_charge": [0.676, 0.047, 0.343, 0.371, 0.375, 0.354, 0.211, -0.634, -0.458, -0.752, -0.509, -0.025]
}



2.
{
  "formula": "C5H18BN6O4",
  "method": "the ωB97M-V functional and the def2-TZVPD basis",
  "e_tot_ha": -855.66728,
  "lumo_ha": 0.09571,
  "homo_ev": -3.29,
  "total_charge": -1,
  "fmax_ev_per_a": 1.15,
  "symbols": ["C", "C", "N", "B", "C", "O", "N", "O", "H", "H", "H", "H", "H", "H", "H", "H", "H", "H", "C", "O", "N", "N", "H", "H", "H", "H", "C", "O", "N", "N", "H", "H", "H", "H"],
  "coordinates": [[1.988, -0.276, -1.555], [1.513, 0.286, -2.902], [0.891, 1.593, -2.861], [-0.256, 1.797, -1.818], [-1.583, 0.961, -2.216], [-1.486, -0.500, -1.849], [-1.892, -1.384, -2.794], [-2.969, -1.170, -3.252], [2.695, -1.100, -1.729], [1.145, -0.681, -0.993], [2.502, 0.484, -0.964], [0.841, -0.443, -3.368], [2.393, 0.334, -3.561], [1.605, 2.305, -2.782], [0.071, 1.578, -0.648], [-0.619, 2.985, -1.877], [-2.458, 1.356, -1.695], [-1.773, 1.014, -3.291], [-1.817, 1.620, 2.175], [-0.928, 2.400, 1.915], [-1.640, 0.506, 2.955], [-3.094, 1.789, 1.681], [-2.377, -0.138, 3.164], [-0.713, 0.318, 3.298], [-3.236, 2.567, 1.065], [-3.842, 1.144, 1.847], [1.614, -1.990, 2.896], [0.981, -1.013, 3.247], [1.915, -3.010, 3.774], [2.065, -2.166, 1.626], [2.430, -3.828, 3.513], [1.593, -2.909, 4.717], [1.854, -1.457, 0.942], [2.586, -2.973, 1.342]],
  "forces_ev_per_a": [[0.15, -0.53, -0.05], [0.41, 0.30, -0.05], [-0.39, -0.20, -0.04], [0.27, 0.30, 0.02], [-0.42, 0.26, 0.32], [0.78, 0.04, -0.85], [-0.50, -0.34, 0.95], [0.19, 0.33, -0.46], [-0.01, -0.02, -0.01], [-0.05, 0.22, 0.10], [-0.12, 0.07, 0.03], [-0.08, 0.02, 0.09], [-0.03, -0.01, -0.06], [-0.01, -0.04, 0.11], [-0.06, -0.11, -0.12], [0.02, -0.12, -0.05], [-0.10, -0.11, -0.02], [-0.07, -0.19, -0.01], [-0.12, -0.25, -0.26], [0.06, 0.18, 0.32], [0.02, 0.30, 0.20], [-0.03, 0.14, 0.25], [0.00, -0.03, -0.10], [0.04, -0.15, -0.20], [0.05, -0.07, -0.10], [0.04, -0.07, -0.09], [0.00, -0.15, -0.06], [-0.03, 0.03, 0.24], [0.01, 0.06, -0.05], [0.02, 0.11, -0.04], [-0.01, 0.01, -0.01], [0.00, 0.02, 0.00], [-0.03, 0.00, 0.01], [-0.02, 0.00, -0.03]],
  "nbo_charge": [-0.640, -0.195, -0.847, -0.003, -0.327, -0.401, 0.352, -0.360, 0.168, 0.209, 0.202, 0.167, 0.150, 0.338, -0.081, -0.073, 0.169, 0.174, 0.775, -0.633, -0.864, -0.866, 0.371, 0.433, 0.407, 0.374, 0.780, -0.674, -0.862, -0.842, 0.380, 0.401, 0.435, 0.381]
}



3.
{
  "formula": "C30H30BCl2N9STi",
  "method": "the ωB97M-V functional and the def2-TZVPD basis",
  "e_tot_ha": -3846.92329,
  "lumo_ha": [-0.11597, -0.11417],
  "homo_ev": [-10.93, -11.22],
  "multiplicity": 2,
  "relative_energy_kcal_mol": 2.28,
  "total_charge": 1,
  "fmax_ev_per_a": 0.56,
  "symbols": ["Ti", "C", "C", "C", "C", "N", "N", "B", "N", "C", "C", "C", "C", "N", "N", "C", "C", "C", "C", "N", "N", "C", "C", "C", "C", "N", "H", "H", "H", "H", "H", "H", "H", "H", "H", "H", "H", "H", "H", "H", "H", "H", "H", "H", "H", "H", "S", "C", "C", "C", "C", "C", "C", "N", "C", "C", "C", "C", "C", "C", "C", "H", "H", "H", "H", "H", "H", "H", "H", "Cl", "C", "Cl", "H", "H"],
  "coordinates": [[-0.137, -0.331, -0.055], [2.548, -2.719, -1.355], [1.149, -2.720, -1.873], [0.604, -3.633, -2.779], [-0.722, -3.281, -2.903], [-0.947, -2.217, -2.123], [0.201, -1.848, -1.496], [-2.311, -1.607, -1.741], [-2.276, -0.075, -2.041], [-3.029, 0.749, -2.773], [-2.567, 2.046, -2.602], [-1.499, 1.949, -1.719], [-0.627, 3.014, -1.146], [-1.330, 0.657, -1.388], [-2.486, -1.792, -0.186], [-3.626, -2.028, 0.479], [-3.323, -2.339, 1.786], [-1.931, -2.246, 1.869], [-1.053, -2.543, 3.037], [-1.425, -1.898, 0.679], [-3.418, -2.323, -2.464], [-3.915, -3.563, -2.198], [-4.636, -3.968, -3.285], [-4.519, -2.906, -4.215], [-5.098, -2.810, -5.587], [-3.775, -1.935, -3.720], [2.934, -3.736, -1.370], [3.200, -2.104, -1.975], [2.607, -2.338, -0.338], [1.115, -4.445, -3.265], [-1.520, -3.710, -3.488], [-3.819, 0.348, -3.383], [-2.951, 2.937, -3.066], [-0.485, 3.815, -1.869], [-1.081, 3.441, -0.250], [0.356, 2.624, -0.871], [-4.574, -1.993, -0.032], [-4.008, -2.602, 2.573], [-0.991, -3.622, 3.184], [-0.041, -2.172, 2.878], [-1.455, -2.103, 3.949], [-3.711, -4.064, -1.266], [-5.180, -4.889, -3.401], [-6.102, -3.232, -5.618], [-5.144, -1.771, -5.907], [-4.487, -3.360, -6.305], [1.568, 0.522, 4.034], [-0.148, 0.686, 4.283], [-0.846, 0.886, 5.467], [-2.222, 0.997, 5.394], [-2.887, 0.920, 4.166], [-2.192, 0.719, 2.990], [-0.808, 0.589, 3.057], [0.041, 0.370, 1.979], [1.306, 0.359, 2.342], [2.358, 0.314, 1.325], [3.704, 0.416, 1.663], [4.633, 0.545, 0.642], [4.206, 0.581, -0.681], [2.859, 0.429, -0.992], [1.890, 0.275, -0.002], [-0.329, 0.957, 6.415], [-2.793, 1.157, 6.299], [-3.964, 1.026, 4.141], [-2.703, 0.660, 2.037], [4.034, 0.425, 2.695], [5.684, 0.639, 0.880], [4.932, 0.712, -1.474], [2.564, 0.421, -2.037], [3.002, 3.823, 0.211], [1.989, 4.763, 1.304], [0.854, 3.729, 2.198], [1.408, 5.468, 0.722], [2.617, 5.270, 2.025]],
  "forces_ev_per_a": [[0.49, -0.24, 0.11], [0.01, 0.01, 0.01], [-0.02, 0.00, -0.04], [0.01, 0.00, -0.01], [0.02, 0.07, 0.02], [-0.11, -0.10, -0.05], [0.07, -0.13, -0.03], [-0.01, 0.14, 0.01], [-0.11, 0.02, -0.02], [0.05, -0.05, 0.01], [0.01, 0.04, 0.01], [-0.04, -0.02, -0.07], [0.01, -0.01, 0.00], [-0.08, 0.14, 0.09], [-0.02, 0.01, -0.18], [0.00, -0.06, 0.02], [0.01, 0.00, 0.00], [0.09, -0.07, 0.01], [0.00, 0.00, -0.01], [-0.33, 0.08, 0.17], [0.00, -0.02, 0.01], [0.04, 0.05, 0.02], [-0.03, -0.02, -0.05], [0.03, -0.01, 0.04], [-0.01, 0.00, -0.02], [-0.03, 0.03, -0.02], [0.00, 0.00, 0.00], [0.00, -0.01, -0.01], [0.00, 0.00, 0.00], [0.00, 0.00, 0.00], [0.01, -0.02, -0.01], [0.00, 0.01, 0.00], [0.00, 0.00, 0.00], [0.00, 0.00, 0.00], [0.00, 0.01, 0.00], [-0.01, -0.01, 0.00], [0.00, 0.00, 0.01], [0.01, 0.00, 0.00], [0.00, 0.00, 0.00], [0.00, -0.01, 0.00], [0.00, 0.01, -0.01], [0.00, -0.01, 0.00], [0.00, 0.00, 0.00], [0.00, 0.01, 0.01], [0.01, 0.00, 0.00], [0.00, -0.01, 0.00], [-0.06, 0.02, -0.02], [0.09, -0.03, -0.07], [-0.02, 0.01, 0.06], [0.03, 0.00, 0.00], [0.02, 0.00, -0.02], [-0.07, 0.02, 0.01], [0.00, -0.03, 0.00], [-0.10, 0.09, 0.00], [-0.03, 0.06, 0.06], [-0.15, 0.04, 0.18], [0.15, 0.05, -0.25], [-0.06, -0.01, 0.10], [-0.02, 0.01, 0.00], [-0.03, -0.01, -0.06], [0.26, -0.06, -0.05], [-0.01, 0.00, 0.00], [0.01, 0.00, 0.01], [0.00, 0.00, -0.02], [0.01, 0.00, 0.00], [-0.04, 0.00, 0.02], [0.01, 0.00, -0.03], [0.00, 0.00, 0.00], [0.02, 0.00, 0.00], [0.03, 0.00, -0.01], [-0.06, 0.00, 0.01], [-0.04, 0.04, 0.04], [0.01, 0.01, 0.00], [0.02, -0.02, -0.01]],
  "lowdin_charge": [1.112, -0.012, -0.291, 0.012, -0.014, 0.025, -0.005, -0.644, 0.041, -0.015, 0.017, -0.299, -0.017, -0.027, 0.023, -0.050, 0.006, -0.324, 0.001, 0.010, -0.020, -0.087, -0.009, -0.341, -0.029, 0.120, 0.090, 0.084, 0.074, 0.115, 0.131, 0.116, 0.116, 0.095, 0.078, 0.045, 0.138, 0.119, 0.097, 0.073, 0.090, 0.126, 0.108, 0.080, 0.076, 0.081, 1.154, -0.454, -0.068, -0.064, -0.056, -0.019, -0.337, -0.024, -0.557, -0.283, -0.045, -0.068, -0.084, -0.144, -0.194, 0.117, 0.113, 0.113, 0.117, 0.104, 0.113, 0.113, 0.109, 0.578, -0.970, 0.564, 0.028, 0.030]
}